Entry A
The following is a quantum chemistry calculation of an isolated molecule of C4H5NO2, from the Open Molecules 2025 dataset.

XYZ file:
```
12
Properties=species:S:1:pos:R:3:lowdin_charge:R:1
N -0.40249 -0.94662 2.36926 0.09
C -0.69742 -0.75554 1.09680 -0.15
C -0.86729 -0.04166 0.10398 0.00
C -0.02828 0.63858 -0.86642 -0.40
O -0.58284 1.38129 -1.91618 -0.03
C 1.12256 -0.19061 -1.46572 -0.18
O 1.84556 -0.88988 -0.80417 0.07
H -0.53186 -1.81897 2.84466 0.09
H 0.10046 -0.21519 2.85183 0.11
H 0.26643 1.30239 -0.00769 0.17
H -1.46582 1.64633 -1.63600 0.10
H 1.24098 -0.11012 -2.57035 0.13
```

Output
SMILES = NC#C[C@H](O)C=O
HOMO energy = -8.90 eV
LUMO level = 0.690 eV

Entry B
The following is a quantum chemistry calculation of an isolated molecule of C4H5NO2, from the Open Molecules 2025 dataset.

XYZ file:
```
12
Properties=species:S:1:pos:R:3:lowdin_charge:R:1
C -0.29278 0.49538 0.74708 -0.07
C 0.11870 1.36801 -1.51661 -0.13
C -0.15565 0.17759 2.01030 -0.22
C 0.46752 -0.13968 -1.33123 -0.23
N -0.39205 -0.41562 -0.29265 -0.08
O 0.26661 -1.07462 2.28431 -0.05
O -0.77247 1.72052 -2.21950 0.07
H -0.09108 0.75749 2.91792 0.11
H 0.18682 -0.75656 -2.31704 0.17
H 1.55174 -0.16624 -1.08143 0.12
H -1.35828 -0.38153 -0.58802 0.14
H 0.47093 -1.58474 1.38686 0.16
```

Output
HOMO energy (spin up / spin down) = -8.24 / -8.53 eV
LUMO level (spin up / spin down) = -0.292 / -0.314 eV

Entry C
The following is a quantum chemistry calculation of a structure of composition C4H5NO2, from the Open Molecules 2025 dataset.

XYZ file:
```
12
Properties=species:S:1:pos:R:3:lowdin_charge:R:1
C -1.81705 0.11621 -0.84178 -0.01
C -1.07121 1.36918 -0.53707 -0.01
C -0.89246 -0.89986 -0.67897 -0.13
C 0.14567 0.82594 -0.37131 0.09
N 0.28507 -0.52617 -0.25732 -0.24
O 2.64506 0.39847 1.69764 -0.15
O 1.20612 -1.26362 0.12138 0.06
H -2.68565 -0.08501 -1.44538 0.10
H -1.30837 2.37195 -0.57369 0.08
H -1.22989 -1.93644 -0.57472 0.14
H 2.42708 -0.08815 2.51408 0.02
H 2.29563 -0.28251 0.94714 0.05
```

Output
HOMO energy (spin up / spin down) = -9.47 / -9.55 eV
LUMO level (spin up / spin down) = -1.235 / -2.386 eV

Which structure is the least stable? The one labeled entry C.

Entry A
The following is a quantum chemistry calculation of an isolated molecule of C4H5NO2, from the Open Molecules 2025 dataset.

XYZ file:
```
12
Properties=species:S:1:pos:R:3:lowdin_charge:R:1
C 0.27268 1.64789 0.14429 -0.08
N 1.32659 0.89618 0.00508 0.00
O 1.61656 -0.44617 0.01886 -0.10
C 0.45634 -1.42314 -0.18934 -0.03
C -0.74555 -0.48636 0.53061 -0.24
O -1.94204 -0.10513 0.00525 0.01
C -0.86456 0.80280 -0.36068 -0.19
H 0.34777 2.64911 0.38305 0.09
H -0.06295 -1.64485 -1.13500 0.11
H 0.72357 -2.26644 0.41236 0.09
H -0.50151 -0.33090 1.66592 0.18
H -0.62690 0.70701 -1.48039 0.16
```

Output
SMILES = C1=NOC[C@@H]2O[C@@H]12
HOMO energy = -9.52 eV
LUMO level = 0.745 eV

Entry B
The following is a quantum chemistry calculation of a cluster of 2 separate species, C4H5NO2 in total, from the Open Molecules 2025 dataset.

XYZ file:
```
12
Properties=species:S:1:pos:R:3:lowdin_charge:R:1
C 0.73018 -0.20753 1.31427 0.01
C -0.12401 -0.85257 0.51562 -0.18
C 0.28775 -1.26459 -0.85359 -0.29
O 1.39959 -1.07583 -1.29755 0.04
H 0.46765 0.09743 2.32283 0.08
H 1.74045 0.00300 0.97144 0.09
H -1.15149 -1.05304 0.81465 0.11
H -0.49112 -1.76508 -1.46392 0.12
N -0.06102 2.02651 0.48379 0.18
C -0.74436 1.44850 -0.35703 -0.48
O -1.39132 0.89524 -1.15318 0.17
H -0.51754 2.85970 -0.11623 0.16
```

Output
SMILES = C=CC=O.N=C=O
HOMO energy = -9.95 eV
LUMO level = 0.282 eV

Which structure is the least stable? The one labeled entry A.

Entry A
The following is a quantum chemistry calculation of an isolated molecule of C4H5NO2, from the Open Molecules 2025 dataset.

XYZ file:
```
12
Properties=species:S:1:pos:R:3:lowdin_charge:R:1
N -1.53446 0.42566 -0.59009 0.06
C -0.40416 0.20217 0.40580 -0.31
C 0.12482 -1.11165 0.21229 -0.06
C 1.45393 -1.04295 -0.13451 -0.10
O 1.80615 0.20351 -0.36294 0.07
C 0.82192 1.06520 0.05569 -0.36
O 1.00845 2.27380 0.02475 0.12
H -2.32485 -0.11915 -0.16347 0.09
H -1.92268 1.35564 -0.51254 0.07
H -0.67577 0.56789 1.40932 0.16
H -0.48939 -2.06312 0.19514 0.13
H 2.13604 -1.75700 -0.53944 0.13
```

Output
SMILES = N[C@H]1C=COC1=O
HOMO energy = -9.28 eV
LUMO level = 0.519 eV

Entry B
The following is a quantum chemistry calculation of an isolated molecule of C4H5NO2, from the Open Molecules 2025 dataset.

XYZ file:
```
12
Properties=species:S:1:pos:R:3:lowdin_charge:R:1
C -1.60913 -0.15918 -0.58117 0.02
N -0.27998 0.00404 0.03069 -0.05
C 0.87831 0.25917 -0.68190 -0.06
C 1.87650 0.26817 0.20862 -0.14
O 1.42375 0.07675 1.43625 0.12
C 0.09382 -0.18657 1.34607 -0.50
O -0.64847 -0.45732 2.25888 0.10
H -1.96148 -1.20547 -0.52448 0.11
H -2.21889 0.49692 -0.04650 0.07
H -1.47959 0.12109 -1.62782 0.09
H 1.02810 0.40849 -1.69936 0.10
H 2.89707 0.37392 -0.11927 0.12
```

Output
SMILES = Cn1ccoc1=O
HOMO energy = -8.43 eV
LUMO level = 0.817 eV

Entry C
The following is a quantum chemistry calculation of an isolated molecule of C4H5NO2, from the Open Molecules 2025 dataset.

XYZ file:
```
12
Properties=species:S:1:pos:R:3:lowdin_charge:R:1
O -1.33295 -2.80695 -0.24225 0.09
C -1.57886 -1.63770 -0.39062 -0.16
C -0.55530 -0.57655 -0.09936 -0.37
N 0.15644 -0.58943 0.94889 0.13
C 0.86396 0.69644 0.94081 -0.17
C 0.80003 1.10125 -0.53151 -0.13
O -0.42912 0.45675 -0.97353 -0.01
H -2.57706 -1.28161 -0.70558 0.13
H 1.87302 0.59816 1.34859 0.11
H 0.30396 1.38567 1.58734 0.12
H 0.72049 2.16590 -0.74468 0.12
H 1.63389 0.65993 -1.09453 0.13
```

Output
SMILES = O=CC1=NCCO1
HOMO energy = -9.99 eV
LUMO level = 0.333 eV

Which structure is the least stable? The one labeled entry A.

Entry A
The following is a quantum chemistry calculation of a cluster of 2 separate species, C4H8BrClN in total, from the Open Molecules 2025 dataset.

XYZ file:
```
15
Properties=species:S:1:pos:R:3:lowdin_charge:R:1
C -1.93896 -1.83787 -0.52980 0.01
C -2.43049 -1.42212 0.51772 -0.62
C 1.67018 1.45555 0.40906 -0.12
C 0.39928 0.67710 0.29117 -0.69
N 0.48481 -0.48699 -0.64319 0.11
Cl -2.75033 -0.74062 2.01382 0.74
Br -1.12557 1.86497 -0.30341 0.72
H -0.03872 0.18190 1.22566 0.11
H -1.71202 -2.51144 -1.26545 0.04
H 1.44329 2.38143 0.81672 0.04
H 2.47484 0.90351 0.87383 0.09
H 2.08981 1.85460 -0.65717 0.16
H -0.45271 -0.89008 -0.85907 0.04
H 1.09855 -1.32233 -0.35873 0.22
H 0.78803 -0.10761 -1.53117 0.15
```

Output
HOMO energy = -14.35 eV
LUMO level = -3.528 eV
Total charge = +1

Entry B
The following is a quantum chemistry calculation of the ion C4H8BrClN with charge +1, from the Open Molecules 2025 dataset.

XYZ file:
```
15
Properties=species:S:1:pos:R:3:lowdin_charge:R:1
C -0.51881 -0.08901 -1.44593 0.02
C 0.23608 0.40120 0.02285 -0.68
N -0.58640 0.19097 1.25860 0.17
Br 0.42963 2.48197 0.01860 0.73
C 1.50584 -0.23272 0.24253 -0.27
C 2.67054 0.25904 -0.16960 -0.60
Cl 4.11738 -0.57823 -0.06667 0.74
H -0.04561 -1.05974 -1.59092 0.08
H -1.56868 -0.08644 -1.42988 0.05
H -0.33770 0.73723 -2.18194 0.09
H -1.33501 0.86321 1.15963 0.13
H -0.00741 0.36660 2.06686 0.16
H -1.01647 -0.73836 1.25362 0.18
H 1.37106 -1.13696 0.78634 0.12
H 2.76312 1.20456 -0.73096 0.07
```

Output
SMILES = C[C@]([NH3+])(Br)/C=C/Cl
HOMO energy = -13.65 eV
LUMO level = -4.046 eV
Total charge = +1

Which structure is the least stable? The one labeled entry A.